Here is C60H71F15Ge2N4O4PSSi3Ti as an isolated structure from OMol25. Energies are from the ωB97M-V functional and the def2-TZVPD basis.

CARTESIAN COORDINATES (ANGSTROEM)
Ti1 -0.07249 0.26273 0.16363
C1 -1.41742 2.67006 -3.89364
N1 -1.15048 1.23777 -3.94584
C2 -1.29197 0.58900 -5.24187
C3 -0.81327 0.57020 -2.85108
O1 -0.63276 1.10556 -1.74538
C4 -0.71419 -0.94878 -2.89750
O2 -0.94826 -1.39757 -1.58159
C5 -2.27081 -1.04552 -1.12705
C6 -2.06789 -0.22456 0.13059
O3 -1.33380 -0.91064 1.04171
N2 -3.26711 0.41025 0.56804
C7 -3.47612 1.73636 0.00417
C8 -3.60545 0.33633 1.98007
H1 -0.64071 3.21812 -4.42927
H2 -2.38021 2.87326 -4.36435
H3 -1.44766 2.98958 -2.85768
H4 -1.18262 1.34062 -6.01928
H5 -0.52041 -0.16528 -5.39031
H6 -2.27712 0.12793 -5.35096
H7 -1.43577 -1.39211 -3.58772
H8 0.29237 -1.25927 -3.17258
H9 -2.82630 -0.48805 -1.88365
H10 -2.79901 -1.97744 -0.91058
H11 -3.30592 1.71390 -1.07309
H12 -4.50985 2.03932 0.17863
H13 -2.79936 2.48157 0.44241
H14 -3.18308 1.16029 2.56625
H15 -4.69180 0.38096 2.07007
H16 -3.25598 -0.60705 2.39612
O4 0.81550 -2.39721 0.95943
C9 1.24730 -1.42068 0.34433
C10 2.72540 -1.40701 0.14787
C11 3.54184 -2.34623 0.79318
C12 4.90668 -2.33843 0.59851
C13 5.48423 -1.39358 -0.24649
C14 4.69092 -0.44469 -0.86544
C15 3.31329 -0.43576 -0.65917
P1 2.21611 0.83628 -1.40213
C16 3.36248 2.23925 -1.09002
C17 4.10822 2.92431 -2.04149
C18 4.97707 3.93509 -1.64914
C19 5.12381 4.25626 -0.30954
C20 4.37918 3.57665 0.64541
C21 3.49631 2.58470 0.25566
C22 2.45047 0.37364 -3.16971
C23 2.23228 1.29585 -4.19367
C24 2.34841 0.92547 -5.52618
C25 2.65206 -0.38549 -5.86075
C26 2.84413 -1.32043 -4.85281
C27 2.74261 -0.94775 -3.52092
H17 3.08317 -3.07516 1.44794
H18 5.52698 -3.07489 1.09304
H19 6.55353 -1.39346 -0.41365
H20 5.13952 0.29408 -1.51791
H21 4.03845 2.66602 -3.08908
H22 5.54326 4.47206 -2.39938
H23 5.81294 5.03541 -0.01044
H24 4.48120 3.82465 1.69551
H25 2.89522 2.07307 0.99704
H26 1.97793 2.31658 -3.95504
H27 2.19872 1.66938 -6.29874
H28 2.74011 -0.67835 -6.89878
H29 3.07856 -2.34731 -5.10269
H30 2.90855 -1.69441 -2.75380
F1 2.78371 6.49354 -0.55145
C28 2.54313 6.44878 0.76408
C29 1.35915 5.91352 1.23800
C30 1.20501 5.86168 2.61269
F2 0.09938 5.28834 3.11899
C31 2.15385 6.34671 3.49020
F3 1.97690 6.26530 4.80948
C32 3.31931 6.89822 2.98104
F4 4.25015 7.35580 3.80599
C33 3.51997 6.94298 1.61217
F5 4.65757 7.43627 1.12410
Ge1 0.00194 4.98939 0.10988
S1 0.16878 2.92904 0.56881
C34 -1.79213 5.79156 0.48357
C35 -2.85332 5.20703 -0.18327
F6 -2.58975 4.24395 -1.09160
C36 -4.16921 5.57394 0.01479
F7 -5.15940 4.94805 -0.62116
C37 -4.44053 6.61239 0.89075
F8 -5.69171 6.99466 1.09956
C38 -3.40007 7.25763 1.54008
F9 -3.66622 8.27515 2.35380
C39 -2.09530 6.83642 1.33820
F10 -1.12035 7.49179 1.97340
C40 0.30396 5.70508 -1.72907
C41 0.70050 4.90190 -2.77590
F11 0.81970 3.57924 -2.57867
C42 0.96507 5.40624 -4.03486
F12 1.32423 4.59254 -5.03812
C43 0.84134 6.76648 -4.25889
F13 1.09219 7.26230 -5.46198
C44 0.44850 7.60441 -3.22633
F14 0.33023 8.90909 -3.44540
C45 0.18730 7.05988 -1.98148
F15 -0.16887 7.87708 -0.98290
C46 3.81013 0.49718 3.34098
C47 2.59544 0.11746 4.19170
N3 1.51131 1.09552 4.24633
C48 1.48844 1.99400 5.39970
C49 2.57586 3.06423 5.32548
C50 0.59563 1.16323 3.26553
C51 -0.66672 1.93564 3.51453
N4 0.73873 0.50664 2.14531
H31 4.54742 -0.30429 3.40250
H32 4.27726 1.41483 3.69418
H33 3.55895 0.63518 2.28807
H34 2.91980 -0.04658 5.21962
H35 2.18259 -0.83030 3.83324
H36 1.60525 1.40011 6.30878
H37 0.51978 2.48086 5.45006
H38 3.56793 2.64048 5.47799
H39 2.40455 3.81528 6.09603
H40 2.54744 3.55627 4.35074
H41 -1.15329 1.57650 4.42338
H42 -1.31818 1.78118 2.66451
H43 -0.48406 3.00417 3.60114
H44 1.59176 -0.04356 2.15245
C52 -1.11087 -4.64849 -1.98959
Si1 -0.60937 -4.91640 -0.17927
C53 -1.45267 -6.45827 0.53919
C54 1.23895 -5.30794 -0.17957
Ge2 -1.56648 -3.13508 1.26734
Si2 -4.08186 -3.41826 0.97796
C55 -4.34662 -4.41074 -0.62061
C56 -5.27103 -1.94866 0.87331
C57 -4.64435 -4.51422 2.41406
Si3 -0.84825 -3.25813 3.60219
C58 -1.85769 -4.53984 4.56365
C59 -1.08987 -1.57392 4.43152
C60 0.96032 -3.79906 3.76953
H45 -1.14045 -5.60217 -2.52132
H46 -0.38630 -4.00480 -2.49220
H47 -2.09378 -4.18418 -2.07827
H48 -1.35734 -7.29963 -0.15077
H49 -2.51525 -6.30606 0.73828
H50 -0.97776 -6.74558 1.47994
H51 1.41914 -6.22069 -0.75243
H52 1.60990 -5.46934 0.83429
H53 1.82416 -4.50590 -0.62886
H54 -4.29703 -3.77725 -1.50924
H55 -5.34185 -4.86018 -0.59686
H56 -3.62290 -5.21743 -0.74059
H57 -4.84315 -1.09171 0.35308
H58 -5.57816 -1.62085 1.86747
H59 -6.16804 -2.26201 0.33456
H60 -3.98950 -5.37635 2.55697
H61 -5.65016 -4.88814 2.21033
H62 -4.68027 -3.96148 3.35437
H63 -2.89183 -4.22251 4.70567
H64 -1.41818 -4.68823 5.55241
H65 -1.86903 -5.50829 4.05886
H66 -2.13818 -1.41794 4.69538
H67 -0.79482 -0.77866 3.74796
H68 -0.50098 -1.48574 5.34740
H69 1.07691 -4.84153 3.46445
H70 1.28784 -3.71782 4.80850
H71 1.62398 -3.19631 3.14961

Properties
energy relative to the best compared isomer or geometry (same formula, charge and spin): 90.3 kJ/mol
total charge: +1
LUMO energy: -2.73 eV
total energy: -298186.0844 eV